DFT (ωB97M-V with the def2-TZVPD basis set) results for C8H20N4 in the gas phase.

The geometry in XYZ format:
```
32
Properties=species:S:1:pos:R:3:forces:R:3:mulliken_charge:R:1
C -1.733 -1.828 0.986 0.331 1.094 1.177 -1.078
C -2.085 -0.362 0.810 -1.985 -0.658 -1.161 -0.493
N -1.040 0.465 1.154 -0.410 3.207 1.665 -0.281
C -1.067 1.892 0.817 0.317 -1.060 -2.279 -0.534
C 0.275 2.509 1.226 0.877 -1.721 -0.168 -0.909
N 1.398 1.590 0.869 -0.316 0.248 0.289 -0.246
C 1.961 1.636 -0.459 1.744 0.725 -1.076 -0.716
C 1.977 0.347 -1.341 0.426 0.946 1.140 -0.756
N 0.713 -0.266 -1.450 1.264 -1.348 1.375 0.188
C 0.573 -1.628 -1.778 0.687 -1.326 -2.960 -0.888
C -0.566 -2.330 -1.042 0.867 1.643 0.343 -0.743
N -0.474 -2.078 0.404 0.494 -0.226 -1.632 -0.088
H -2.502 -2.475 0.625 -0.862 -0.438 -0.234 0.373
H -1.639 -1.928 2.045 0.031 -0.548 0.925 0.497
H -2.466 -0.264 -0.241 0.122 0.430 0.254 0.281
H -2.893 -0.127 1.490 -0.886 -0.103 -0.117 0.390
H -0.155 0.133 0.967 2.135 -1.089 -0.750 0.411
H -1.802 2.500 1.288 -1.090 0.037 0.741 0.449
H -1.343 1.979 -0.320 0.799 0.214 1.406 0.197
H 0.285 2.550 2.319 -0.082 -0.012 -0.073 0.421
H 0.456 3.516 0.877 -0.240 0.412 -0.450 0.416
H 2.080 1.615 1.604 0.281 -0.086 -0.054 0.202
H 3.125 1.831 -0.478 -2.123 0.435 0.380 0.241
H 1.435 2.452 -1.015 0.545 -0.466 0.194 0.342
H 2.751 -0.292 -0.856 -0.797 -0.140 -0.512 0.380
H 2.364 0.691 -2.304 0.443 -0.042 -0.223 0.277
H -0.017 0.304 -1.719 -1.572 1.351 -0.673 0.179
H 0.398 -1.746 -2.955 0.074 -0.095 1.952 0.238
H 1.537 -2.203 -1.663 -0.760 0.826 0.358 0.361
H -0.459 -3.364 -1.252 -0.488 -1.183 -0.468 0.393
H -1.486 -1.879 -1.473 0.229 -0.657 0.653 0.307
H 0.139 -2.691 0.904 -0.056 -0.370 -0.021 0.186
```
Forces are in eV/Å.

The calculation puts the energy relative to the best compared isomer or geometry (same formula, charge and spin) at 136.5 kJ/mol. The total energy is -535.756808 Ha. The SMILES is C1CNCCNCCNCCN1. Its HOMO energy is -7.700 eV.